Density functional theory data (wB97M-V/def2-TZVPD) for C2S3 as an isolated structure.

```
5
Properties=species:S:1:pos:R:3:forces:R:3
S 2.1181 0.0343 -0.0829 -1.120 -0.431 0.205
S -0.6799 -1.3868 0.2080 0.922 1.485 -0.407
S -0.6419 1.3971 0.1956 1.043 -2.067 -0.186
C -1.3231 0.0318 -0.5813 -2.211 -0.015 -0.591
C 0.5268 -0.0764 0.2606 1.365 1.028 0.979
```
Positions in Å, forces in eV/Å.

Properties
energy relative to the best compared isomer or geometry (same formula, charge and spin): 43.56 kcal per mole
HOMO level: -8.9 eV
electronic energy: -1270.6208 a.u.
F_max: 2.3 eV/A
total charge: 0
HOMO-LUMO gap: 7.755 eV



Density functional theory data (wB97M-V/def2-TZVPD) for a 8-piece molecular cluster, C31H49NO21 overall.

```
102
Properties=species:S:1:pos:R:3:forces:R:3
O -3.4942 4.3595 3.9636 0.226 -1.653 -0.938
O 2.3210 -6.6432 -0.3884 -1.097 1.167 -2.213
O -4.3113 6.5696 1.5341 -1.932 0.245 2.357
O 1.7862 2.3916 -1.5357 -7.948 -3.504 0.940
O -0.5716 2.2376 -0.8628 -0.275 -0.191 -0.565
O -2.2667 -2.6789 -2.5522 2.869 -2.872 6.115
O 0.2254 -2.2947 0.3313 0.856 -2.046 -3.125
O -4.7303 5.4707 -0.4084 0.944 0.687 1.993
O -0.6092 -1.6776 2.1670 -1.665 -0.466 2.515
O 0.7698 -0.2397 1.0904 -2.325 -3.690 0.176
O 3.8397 -1.9962 2.7866 -0.065 -1.281 -0.871
O -2.7236 6.0985 0.1797 3.445 -0.200 -0.449
O -2.5212 -3.2689 -4.6486 -0.505 1.762 2.478
O 1.8175 -6.6349 -2.5849 -0.367 -1.255 -2.141
O 1.8412 -4.7928 -1.5512 1.554 2.295 3.787
O 0.4774 0.4370 -1.7728 -4.940 3.706 1.373
O -4.3048 3.2894 2.1562 -2.732 0.849 -1.142
O 4.7829 -2.4016 4.7796 -0.629 -1.949 -3.104
O -2.4877 2.6124 2.9195 3.728 0.476 2.939
O 4.5478 -4.0253 3.2033 1.515 -3.057 0.122
O -3.0070 -1.2171 -3.8777 -0.819 1.514 -1.143
N 5.7519 3.3125 -1.8759 -0.845 -3.156 1.932
C -1.1437 -3.0111 2.0317 -2.402 0.663 -3.098
C 4.4422 -2.8381 3.6659 0.331 4.606 3.984
C 3.9859 -4.2337 1.9139 -1.531 0.980 0.582
C -2.0748 6.7652 1.2364 -0.515 4.333 0.543
C -2.6914 -2.9934 1.9725 2.703 2.816 0.206
C 1.5829 -0.2527 -2.0833 3.429 -1.038 -0.303
C 0.1497 -1.3388 1.1804 2.977 5.027 0.198
C 5.1647 1.0501 -0.6787 0.955 1.003 2.420
C 0.0314 -6.0854 -4.0778 -0.056 0.231 -1.328
C -2.5625 -1.5930 -1.7103 -2.734 -0.222 1.145
C 3.8922 -2.2100 0.3222 1.888 0.134 0.769
C 1.3238 -5.6642 -3.5132 -0.645 1.423 -1.357
C 1.9652 -6.0867 -1.4302 2.337 -1.508 3.652
C -3.2405 7.2453 2.1946 1.456 0.033 -2.169
C 3.6007 1.8526 1.4121 0.791 3.662 0.778
C 3.4522 -2.8097 1.6581 -0.537 0.843 -1.376
C -3.8195 2.4784 1.1185 -0.225 -3.652 1.094
C -2.6086 -0.5179 -2.7432 0.560 2.210 2.613
C -3.0082 0.3662 2.4358 2.958 0.782 0.436
C -2.6179 -2.4621 -3.7033 -0.395 -2.274 -9.030
C -0.5233 -3.4764 0.6926 0.575 -0.007 -0.202
C 0.5154 1.7316 -1.3969 8.874 2.769 -0.907
C -3.4313 3.4764 3.1331 -0.544 1.776 0.030
C 5.4823 2.3096 -1.3128 1.041 3.554 -2.479
C -2.6052 1.7474 1.8521 -3.810 -0.674 0.206
C -0.6010 3.6628 -0.4913 2.291 0.091 1.806
C 1.1600 -4.3766 -2.6454 -0.178 0.598 -1.723
C -3.9746 5.9867 0.4124 -3.696 -1.122 -2.512
C -1.4267 8.0773 0.6885 -0.269 -2.788 -0.924
C 4.8940 1.2884 0.8684 -0.675 -4.586 0.379
C -3.4544 0.7389 -2.4206 -0.655 -1.709 1.494
H 3.8582 2.9600 1.6513 -1.098 -1.156 -1.073
H 0.1890 -4.0897 -2.2610 -0.934 -0.463 -0.713
H -3.1559 -2.6502 2.8420 -0.414 0.170 1.888
H 2.3750 -2.8606 1.6172 -0.485 0.219 0.277
H -1.5280 -0.2939 -2.6959 -0.247 0.667 -1.361
H -4.5433 0.4822 -2.4482 0.879 0.440 -0.467
H -3.4979 2.9944 0.3157 1.331 2.661 -2.406
H 3.4493 -1.2367 0.0795 -0.005 -0.503 0.102
H -0.2310 -5.3198 -4.7980 -0.572 0.219 -0.039
H 1.5471 -3.4123 -3.0672 0.276 -1.111 0.188
H 0.3993 4.0759 -0.6691 -0.189 -0.237 -0.304
H -1.3169 4.2740 -0.9932 -0.840 -0.396 -0.636
H -1.8385 -1.3964 -0.9326 0.333 -0.315 -0.007
H -0.7648 -6.3123 -3.4303 -0.945 0.422 1.393
H 3.1423 -4.9724 2.0952 1.320 0.635 -0.911
H 5.7458 1.6067 1.3887 1.282 1.509 0.228
H 1.8860 -0.1214 -3.1668 -0.166 -0.109 1.286
H -2.2128 8.6888 0.2842 -0.087 0.122 -0.797
H 2.6972 1.7472 0.8112 0.281 0.076 -0.044
H -2.8936 -0.2335 1.5720 -0.574 -1.175 -0.818
H -3.9781 0.2466 2.9643 0.805 0.396 -0.408
H 0.1046 -6.9796 -4.6257 0.555 -1.245 -0.991
H 5.9519 0.3207 -0.8955 0.188 0.265 0.470
H 4.8801 0.2709 1.3960 0.123 0.477 -1.401
H -3.3010 1.1928 -1.4149 0.326 -1.011 -0.250
H 3.4074 1.5770 2.4501 0.026 -0.923 -0.250
H -2.0456 0.0928 3.0265 -2.107 0.173 -0.303
H 2.3808 0.0493 -1.3559 -0.357 -0.297 -1.071
H -2.9818 7.0708 3.2304 -0.900 -0.960 0.251
H 4.3272 0.6527 -1.1350 -1.991 -0.619 -0.907
H -1.1398 -3.7629 -0.1946 -0.080 0.499 1.016
H -3.1374 1.5373 -3.0096 -0.103 1.197 -1.659
H -3.1814 -3.8070 1.6240 -0.950 -2.948 -1.033
H 1.9853 -5.4577 -4.4128 -0.023 -0.608 1.523
H -3.4003 8.3387 2.0996 -0.052 -0.634 -0.114
H -1.6583 1.7149 1.3493 0.242 -0.162 -0.509
H 0.1710 -4.3152 0.8525 0.019 0.392 -0.100
H -0.8089 -3.6196 2.7674 1.240 -1.439 2.610
H 1.3105 -1.2802 -1.8392 0.285 -0.175 -0.389
H -2.8983 -2.1854 1.3196 -0.404 0.627 -1.148
H -0.6337 7.7427 0.0263 -0.189 0.465 -0.795
H 3.7794 -2.9613 -0.4145 -1.240 -0.674 -1.110
H -4.5903 1.8110 0.5828 0.680 0.621 1.789
H -0.9333 8.6558 1.3900 0.805 0.900 2.006
H 4.7068 -4.4571 1.1175 0.015 -0.653 0.703
H -1.3650 6.1571 1.7012 0.984 -1.218 0.699
H -3.5534 -1.8882 -1.2779 0.586 0.679 0.086
H -0.7058 3.7819 0.6316 -0.305 -0.716 -1.269
H 5.0088 -2.1640 0.2165 -0.613 0.576 0.802
```
Positions in Å, forces in eV/Å.

Properties
energy relative to the best compared isomer or geometry (same formula, charge and spin): 87.25 kcal per mole
HOMO level: -10.5 eV
electronic energy: -2845.2436 a.u.
F_max: 9.3 eV/A
total charge: 0
HOMO-LUMO gap: 10.383 eV



Density functional theory data (wB97M-V/def2-TZVPD) for C4H9NO as an isolated structure.

```
15
Properties=species:S:1:pos:R:3:forces:R:3
O -0.4003 -0.1996 1.2989 0.006 -0.035 -0.026
N 1.4640 -0.2873 -0.0796 -0.321 0.254 0.311
C -1.0072 -1.2183 0.6079 -0.214 0.030 0.203
C 0.7701 0.2921 0.7876 0.291 -0.058 -0.246
C -2.4173 -0.0084 -0.4899 -0.184 0.151 0.046
C 2.6710 0.3748 -0.5213 0.196 0.088 -0.095
H 0.9868 1.2598 1.2560 0.068 -0.158 -0.049
H -3.2664 -0.5679 -0.8853 0.135 0.049 0.048
H -2.6700 0.5226 0.4245 0.046 -0.116 -0.142
H -1.9991 0.6812 -1.2281 -0.006 -0.161 0.077
H 2.6726 0.4077 -1.6152 0.032 0.028 0.153
H -1.4339 -0.8682 -0.5056 0.035 -0.027 -0.138
H 3.5409 -0.2160 -0.2145 -0.134 0.070 -0.057
H -1.8432 -1.5470 1.2356 0.095 0.040 -0.066
H 2.7911 1.4009 -0.1378 -0.045 -0.157 -0.020
```
Positions in Å, forces in eV/Å.

Properties
energy relative to the best compared isomer or geometry (same formula, charge and spin): 128.69 kcal per mole
HOMO level: -8.1 eV
electronic energy: -287.6274 a.u.
F_max: 0.5 eV/A
total charge: 0
HOMO-LUMO gap: 9.028 eV



Density functional theory data (wB97M-V/def2-TZVPD) for C6H6OS2 as an isolated structure.

```
15
Properties=species:S:1:pos:R:3:forces:R:3
S -2.4077 1.5330 0.4423 2.385 1.333 -1.150
S -2.4951 -1.5253 0.0258 -0.767 -0.643 0.506
O -0.4416 2.1930 -0.3677 -3.839 1.561 1.202
C -0.4420 -0.1394 -0.1976 1.492 0.871 -0.774
C 0.3800 1.1442 -0.4195 1.109 -1.640 -0.346
C -1.7522 0.0019 0.1255 0.366 -0.546 -0.403
C 1.5615 1.1919 0.5868 1.368 -2.010 -0.744
C 0.0097 -1.4658 -0.3614 -0.038 0.183 0.139
C -1.0159 -2.3487 -0.2471 0.107 1.274 0.332
H -0.9352 -3.3553 0.0192 -0.083 -1.514 -0.270
H 0.8093 1.1388 -1.4771 -0.482 -0.237 0.884
H 1.3252 0.4327 1.3860 0.424 1.332 -0.213
H 1.0641 -1.6989 -0.4516 -0.172 -0.203 -0.130
H 1.8836 2.2001 0.9245 -0.522 -0.766 -0.141
H 2.4563 0.6979 0.0120 -1.348 1.004 1.109
```
Positions in Å, forces in eV/Å.

Properties
energy relative to the best compared isomer or geometry (same formula, charge and spin): 81.64 kcal per mole
HOMO level (alpha / beta): -8.3 / -8.3 eV
electronic energy: -1103.7201 a.u.
F_max: 4.3 eV/A
total charge: 0
HOMO-LUMO gap (alpha / beta): 6.295 / 6.434 eV